1.
Molecular formula: C15H15N3O2S3
Method: DFT, ωB97M-V/def2-TZVPD

```
! wB97M-V def2-TZVPD RIJCOSX def2/J DEFGRID3
* xyz 0 1
N -0.721 0.331 1.290
O 4.407 1.331 -1.602
H 5.987 1.668 -2.767
C 3.320 -0.978 1.088
S -4.676 0.474 1.340
H 5.512 -2.683 0.756
C 3.710 0.631 -0.664
H 5.815 -0.037 -2.284
H 1.331 -1.073 1.875
C 6.038 -1.736 0.937
C -4.488 -1.944 -1.919
C 1.996 -0.600 1.173
H 7.641 -2.155 -0.435
H 8.034 -0.947 0.790
H 2.031 1.783 -1.226
C 5.733 0.998 -1.945
H 5.911 -1.456 1.992
H -2.812 -0.600 2.408
S -0.559 2.049 -0.606
H 3.674 -1.758 1.743
C 2.376 1.002 -0.565
C -1.946 0.890 1.177
N -3.329 -1.263 -0.199
H -2.913 2.421 -0.068
H 7.955 -2.659 1.233
C 1.508 0.408 0.345
O 5.520 -0.722 0.099
C 4.201 -0.381 0.189
S -5.663 -0.879 -1.193
C 7.516 -1.885 0.610
H -3.102 1.066 2.978
C -3.020 0.424 2.099
C -2.054 1.845 0.210
H -4.697 -2.487 -2.818
N -3.379 -2.012 -1.286
H 6.422 1.163 -1.115
C 0.128 0.811 0.444
C -4.415 -0.601 0.019
*
```

Computed properties:
Energy in eV: -56867.974
Structure (SMILES): CCOc1ccc(-c2nc(CSc3nncs3)cs2)cc1OC
Energy relative to the best compared isomer or geometry (same formula, charge and spin) in eV: 1.491
Molar mass in g/mol: 365.50
HOMO level in eV: -7.70


2.
Molecular formula: C2H6O
Method: DFT, ωB97M-V/def2-TZVPD

```
! wB97M-V def2-TZVPD RIJCOSX def2/J DEFGRID3
* xyz 0 1
H -1.350 0.204 -0.710
H -1.237 -1.463 -0.033
O 0.580 -0.579 0.239
C -0.949 -0.426 0.101
H -1.314 -0.011 1.045
H 1.026 1.078 -0.976
H 1.048 -1.089 -0.468
C 0.694 1.004 0.067
H 1.502 1.282 0.735
*
```

Computed properties:
Energy in eV: -4213.513
Energy relative to the best compared isomer or geometry (same formula, charge and spin) in eV: 4.954
Molar mass in g/mol: 46.07
HOMO level in eV: -6.89


3.
Molecular formula: C6H8LiO3Sm
Method: DFT, ωB97M-V/def2-TZVPD

```
! wB97M-V def2-TZVPD RIJCOSX def2/J DEFGRID3
* xyz 1 7
O -0.384 -1.409 -0.443
C -2.128 0.173 -0.717
H -2.815 0.771 2.541
Sm 0.779 0.512 -0.776
H -4.085 -0.016 0.381
C 3.498 -0.386 -0.047
Li 1.335 -2.271 -0.076
C -3.049 0.318 0.484
O -1.125 1.099 -0.713
H 4.064 -1.254 0.319
C 4.132 0.776 -0.253
H -2.300 -2.079 -0.526
H -1.945 1.919 1.400
H 3.601 1.672 -0.585
H 5.206 0.839 -0.083
C -2.632 1.078 1.510
C -1.608 -1.221 -0.500
O 2.204 -0.630 -0.272
H -2.747 0.111 -1.643
*
```

Computed properties:
Energy in eV: -30593.867
Molar mass in g/mol: 285.43
HOMO level (spin up / spin down) in eV: -9.00 / -11.68


4.
Molecular formula: C3H11NO
Method: DFT, ωB97M-V/def2-TZVPD

```
! wB97M-V def2-TZVPD RIJCOSX def2/J DEFGRID3
* xyz 0 1
C -1.241 -0.546 0.516
H 1.152 1.459 2.630
H -1.340 -0.042 -1.939
H 1.173 -1.664 0.501
N -0.141 -0.074 -0.319
H -0.822 -1.138 1.324
H 1.329 -1.283 -1.221
H 1.985 -0.239 -0.083
C 1.081 -0.827 -0.234
H 0.278 0.787 -2.141
O 1.163 1.633 1.682
H 0.779 0.815 1.325
H -1.807 -1.360 -0.012
H -1.955 0.255 0.699
H -1.045 1.593 -1.213
C -0.589 0.631 -1.514
*
```

Computed properties:
Energy in eV: -6825.774
Structure (SMILES): CN(C)C.O
Energy relative to the best compared isomer or geometry (same formula, charge and spin) in eV: 1.472
Molar mass in g/mol: 77.13
HOMO level in eV: -8.07


5.
Molecular formula: C5H12O2
Method: DFT, ωB97M-V/def2-TZVPD

```
! wB97M-V def2-TZVPD RIJCOSX def2/J DEFGRID3
* xyz 0 1
H 2.856 1.315 1.265
H 1.954 0.031 2.075
H 1.410 1.095 -0.773
H -2.700 0.844 -1.416
H -2.450 -1.731 -1.124
H 0.454 1.486 0.670
C 1.066 0.707 0.201
C 0.209 -0.482 -0.111
H -1.314 1.729 -0.796
C 2.271 0.406 1.096
O -0.331 -0.968 1.596
H -0.478 -1.924 1.715
C -1.154 -0.383 -0.554
H -1.181 0.860 -2.357
H -1.207 -0.509 0.885
H 0.754 -1.351 -0.489
H 2.943 -0.336 0.649
O -1.496 -1.614 -1.203
C -1.607 0.824 -1.332
*
```

Computed properties:
Energy in eV: -9471.261
Energy relative to the best compared isomer or geometry (same formula, charge and spin) in eV: 3.874
Molar mass in g/mol: 104.15
HOMO level in eV: -7.70


6.
Molecular formula: C3H3Cl
Method: DFT, ωB97M-V/def2-TZVPD

```
! wB97M-V def2-TZVPD RIJCOSX def2/J DEFGRID3
* xyz 0 1
C 0.386 0.145 0.860
H 0.724 1.212 1.117
Cl 1.684 -0.972 1.747
H 0.248 0.035 -1.402
C -0.641 -0.249 -1.010
C -0.916 0.138 0.342
H -1.484 -0.309 -1.653
*
```

Computed properties:
Energy in eV: -15676.447
Structure (SMILES): C=C=CCl
Energy relative to the best compared isomer or geometry (same formula, charge and spin) in eV: 3.388
Molar mass in g/mol: 74.51
HOMO level (spin up / spin down) in eV: -9.63 / -9.63


7.
Molecular formula: C3N2O2
Method: DFT, ωB97M-V/def2-TZVPD

```
! wB97M-V def2-TZVPD RIJCOSX def2/J DEFGRID3
* xyz 0 1
C 0.389 -0.155 -0.060
N -3.421 0.007 -0.022
O 2.069 1.228 -0.023
O 2.416 -0.957 0.007
N 1.745 0.058 0.012
C -2.261 -0.110 0.018
C -0.938 -0.071 0.068
*
```

Computed properties:
Energy in eV: -10178.786
Structure (SMILES): N#CC#C[N+](=O)[O-]
Energy relative to the best compared isomer or geometry (same formula, charge and spin) in eV: 6.591
Molar mass in g/mol: 96.04
HOMO level in eV: -11.19


8.
Molecular formula: C5H4NO4
Method: DFT, ωB97M-V/def2-TZVPD

```
! wB97M-V def2-TZVPD RIJCOSX def2/J DEFGRID3
* xyz -1 1
H -1.132 2.893 -0.528
C 0.117 1.135 0.334
H 0.080 2.065 -1.412
C 1.433 -2.358 0.243
O 0.833 0.074 -0.050
O -1.680 1.116 -1.392
N -1.973 -1.726 0.847
H 0.765 2.053 0.493
C -0.811 1.839 -0.874
C 0.402 -1.174 -0.017
O 2.201 -2.627 -0.666
O 1.307 -2.668 1.407
C -0.928 -1.435 0.525
H -0.613 0.812 1.090
*
```

Computed properties:
Energy in eV: -14926.753
Energy relative to the best compared isomer or geometry (same formula, charge and spin) in eV: 4.582
Molar mass in g/mol: 142.09
HOMO level (spin up / spin down) in eV: -4.02 / -5.27